Record 1
C34H49BeN4O5 | ωB97M-V/def2-TZVPD

```
93
Properties=species:S:1:pos:R:3
O -9.59184 -7.41248 -6.92291
O -17.42073 -4.19180 -8.01044
O -8.13663 -5.92583 -1.89047
O -13.00065 -9.41929 -2.05711
O -13.18264 -6.99311 -6.09132
N -13.83817 -7.30041 -9.45476
N -11.30980 -5.73346 -8.70459
N -11.31276 -9.93234 -6.44834
N -14.25943 -1.37030 -4.46954
C -13.86108 -7.48412 -10.79230
C -16.12945 -6.80765 -11.01975
C -8.65770 -8.64870 -5.12827
C -11.89867 -9.96481 -5.25143
C -17.17269 -3.77304 -5.69571
C -13.76515 -1.86756 -1.76602
C -13.39890 -2.80565 -2.71350
C -10.43383 -3.20557 -9.55813
C -13.79763 -7.25258 -1.46504
C -11.44303 -5.62606 -4.99975
C -9.71861 -4.36023 -9.86895
C -16.66327 -3.88686 -7.11810
C -11.72578 -11.03975 -4.39751
C -13.83762 -8.55046 -2.21077
C -7.37876 -8.08719 -7.29998
C -12.87256 -6.13776 -5.04635
C -11.94381 -4.60564 -8.36407
C -10.19124 -5.58164 -9.42279
C -14.93973 -8.84159 -3.21037
C -11.57264 -3.34932 -8.77515
C -16.11221 -6.59859 -9.65402
C -10.22645 -12.02285 -5.98723
C -13.59413 -2.43530 -4.03357
C -8.62275 -8.00667 -6.47205
C -14.94816 -7.24403 -11.60975
C -7.65895 -7.66119 -0.33686
C -10.52682 -10.95603 -6.81471
C -15.16716 -3.71922 -7.31139
C -14.42915 -0.70959 -2.15748
C -8.47635 -6.98331 -1.41770
C -9.82058 -7.59514 -1.74399
C -14.97032 -6.86108 -8.91523
C -10.84630 -12.04713 -4.74265
C -14.55991 -0.46362 -3.51534
Be -11.88289 -7.90561 -7.85667
H -14.55075 -9.56992 -3.91911
H -9.66862 -8.66152 -4.72915
H -12.81587 -4.77485 -7.74734
H -17.11973 -4.75456 -5.22185
H -8.79787 -4.18802 -10.40792
H -14.69786 0.04744 -1.43445
H -12.75364 -6.97484 -1.32522
H -13.52238 -2.10211 -0.73672
H -15.08891 -6.72416 -7.84687
H -11.28620 -5.23703 -3.98537
H -9.47334 -12.76393 -6.21244
H -10.35320 -6.90008 -2.39514
H -8.46408 -9.72490 -5.20761
H -18.23842 -3.55857 -5.77246
H -7.89141 -8.25148 -4.46321
H -16.64758 -2.98056 -5.16671
H -15.35094 -7.97503 -3.72610
H -12.41823 -9.08196 -4.89561
H -9.65505 -6.49990 -9.62701
H -14.80626 -2.96692 -6.60316
H -10.74731 -6.46692 -4.88583
H -14.59005 -4.59336 -6.98667
H -14.78576 -3.49120 -8.30510
H -13.52816 -5.24516 -5.00403
H -10.41581 -7.63015 -0.82821
H -8.09847 -7.53628 0.65659
H -14.81194 -7.23390 -12.68189
H -9.98987 -10.88237 -7.75287
H -13.38057 -3.13466 -4.83769
H -10.01929 -2.26324 -9.88674
H -14.24928 -6.47745 -2.08582
H -6.90978 -9.06905 -7.37017
H -15.04409 0.43952 -3.86568
H -12.86105 -3.68344 -2.38528
H -11.13943 -5.01343 -5.84280
H -16.96682 -6.48768 -11.62453
H -17.04403 -6.26790 -9.21919
H -9.81271 -8.58221 -2.20331
H -6.58474 -7.53178 -6.78536
H -7.56339 -7.59380 -8.24970
H -12.19160 -11.12324 -3.42621
H -6.63082 -7.31911 -0.24888
H -14.32294 -7.27834 -0.51125
H -7.66941 -8.74649 -0.47088
H -10.67166 -12.86522 -4.05606
H -13.14804 -6.53531 -4.05121
H -15.77772 -9.34890 -2.72400
H -12.90178 -7.72883 -11.23155
H -12.09166 -2.47983 -8.39535
```

Properties
- net charge = +1
- energy relative to the best compared isomer or geometry (same formula, charge and spin) (kJ/mol) = 0.0
- largest force on an atom (eV Å⁻¹) = 4.34
- multiplicity = 1
- HOMO (eV) = -10.4898
- lowest unoccupied orbital energy (eV) = -4.3
- E_tot (Eh) = -1934.60095

Charge distribution, Mulliken scheme, values in e: atom 1 (O): -0.1480, atom 2 (O): -0.5764, atom 3 (O): -0.5483, atom 4 (O): -0.5708, atom 5 (O): -0.7116, atom 6 (N): -0.0051, atom 7 (N): 0.5297, atom 8 (N): 0.2082, atom 9 (N): -0.3657, atom 10 (C): -0.1832, atom 11 (C): -0.3012, atom 12 (C): -0.6312, atom 13 (C): -0.2409, atom 14 (C): -1.0734, atom 15 (C): -0.4376, atom 16 (C): -0.4267, atom 17 (C): -0.3974, atom 18 (C): -0.9487, atom 19 (C): -0.4074, atom 20 (C): -0.6738, atom 21 (C): 0.5499, atom 22 (C): -0.7731, atom 23 (C): 0.8833, atom 24 (C): -1.4290, atom 25 (C): 1.8554, atom 26 (C): -0.1369, atom 27 (C): -0.3219, atom 28 (C): -0.8103, atom 29 (C): -0.7990, atom 30 (C): -0.7570, atom 31 (C): -0.7669, atom 32 (C): 0.0615, atom 33 (C): 0.7083, atom 34 (C): -0.7023, atom 35 (C): -1.3030, atom 36 (C): -0.2513, atom 37 (C): -0.1857, atom 38 (C): -0.3943, atom 39 (C): 0.6214, atom 40 (C): -0.2311, atom 41 (C): -0.1309, atom 42 (C): -0.3105, atom 43 (C): -0.3743, atom 44 (Be): 1.3060, atom 45 (H): 0.2264, atom 46 (H): -0.3333, atom 47 (H): 0.4010, atom 48 (H): 0.1872, atom 49 (H): 0.4183, atom 50 (H): 0.3753, atom 51 (H): 0.0764, atom 52 (H): 0.3912, atom 53 (H): 0.5207, atom 54 (H): 0.4052, atom 55 (H): 0.4307, atom 56 (H): -0.4470, atom 57 (H): 0.3362, atom 58 (H): 0.4192, atom 59 (H): 0.4973, atom 60 (H): 0.3035, atom 61 (H): 0.0993, atom 62 (H): 0.4431, atom 63 (H): 0.3822, atom 64 (H): 0.4496, atom 65 (H): -0.7412, atom 66 (H): -0.7381, atom 67 (H): 0.4857, atom 68 (H): -0.2491, atom 69 (H): 0.5601, atom 70 (H): 0.3257, atom 71 (H): 0.3721, atom 72 (H): 0.3967, atom 73 (H): 0.4484, atom 74 (H): 0.4236, atom 75 (H): 0.2857, atom 76 (H): 0.3797, atom 77 (H): 0.3838, atom 78 (H): 0.3823, atom 79 (H): 0.2888, atom 80 (H): 0.4207, atom 81 (H): 0.4033, atom 82 (H): 0.3337, atom 83 (H): 0.3594, atom 84 (H): 0.2753, atom 85 (H): 0.4709, atom 86 (H): 0.3628, atom 87 (H): 0.4447, atom 88 (H): 0.3384, atom 89 (H): 0.4260, atom 90 (H): -1.1419, atom 91 (H): 0.4548, atom 92 (H): 0.3872, atom 93 (H): 0.4792

***

Record 2
C34H49N4O2PPtS3 | ωB97M-V/def2-TZVPD

```
94
Properties=species:S:1:pos:R:3
Pt 0.55978 0.31815 -0.00543
S 3.88075 0.45883 0.81528
S -2.09537 1.99627 -0.71093
S 0.59521 3.85061 -0.97034
P -2.44390 -0.90481 -0.21712
O 3.01587 0.54349 -0.42762
O 1.06550 2.72655 -0.07914
N 2.08951 -3.24552 1.92905
N 1.48169 -2.12110 1.92681
N 2.51816 -3.46802 0.67583
N 1.49717 -1.59259 0.68433
C 4.44055 4.59389 -1.85539
C -1.53442 -1.15456 2.35323
C 2.37466 -5.74770 -0.33580
C -4.99189 -1.88714 0.55148
C 1.16871 -6.10758 0.52571
C 1.94833 -5.33309 -1.74085
C -1.67227 6.88992 0.38529
C -1.99995 -3.25440 1.28181
C 2.14096 -2.44330 -0.07950
C -1.30595 6.96287 1.72159
C 3.21069 1.63207 1.98626
C -2.11400 -1.80856 -1.81872
C 2.09830 4.73508 -1.40567
C 4.45457 5.93995 -2.18906
C 3.24866 -4.69087 0.33729
C -3.15480 -2.89038 -2.13143
C 2.09123 6.07658 -1.76048
C -1.73059 -3.91887 2.46857
C -1.27822 -1.81905 3.54115
C -5.01448 -0.01313 -1.10414
C -4.28209 -0.60014 0.11240
C 3.27829 6.67782 -2.14709
C 5.38796 1.32224 0.42017
C -0.72624 -2.46002 -1.74207
C -2.09621 -0.78530 -2.96429
C -1.37618 -3.20074 3.60235
C 0.19488 5.10372 1.43440
C -0.16483 5.05734 0.09707
C -1.39653 0.61323 -0.25781
C 3.25868 3.97977 -1.46000
C -4.38946 0.39138 1.28229
C -1.90630 -1.86483 1.21450
C -1.10520 5.92447 -0.43576
C -0.38329 6.06556 2.24758
H -1.16936 -3.71871 4.52912
H -3.90955 0.01307 2.18503
H -2.40583 7.57596 -0.01585
H -1.44138 -0.07473 2.31342
H -3.02852 -0.23061 -3.05390
H -0.51222 -2.90699 -2.71575
H -4.13827 -2.48162 -2.34091
H -0.11541 6.11701 3.29450
H 0.49703 -5.25243 0.63393
H -0.98533 -1.25495 4.41586
H 0.90429 4.38356 1.82015
H 1.46592 -6.42461 1.52624
H -4.99220 -2.66234 -0.20994
H -6.03333 -1.62683 0.75167
H 4.08389 -4.40712 -0.30317
H -5.08208 -0.71394 -1.93270
H 3.28397 7.72565 -2.41500
H 2.80658 -5.08650 -2.36905
H 3.64197 -5.05988 1.28242
H 3.75052 1.52185 2.92601
H 3.28921 2.64196 1.58664
H 0.04335 -1.71705 -1.52196
H 1.40392 -6.14259 -2.22659
H -4.57414 -2.29650 1.46981
H -1.28284 -0.07115 -2.84912
H -1.93818 -1.33366 -3.89564
H -5.45017 0.52179 1.50577
H -3.97484 1.36632 1.04066
H -2.81614 -3.40310 -3.03494
H 3.02160 -6.62577 -0.41976
H -1.40352 5.83672 -1.47362
H -6.03671 0.21791 -0.79504
H 5.82297 0.82521 -0.44450
H -2.29366 -3.83206 0.41935
H -4.55445 0.90625 -1.45259
H -1.81286 -4.99685 2.50881
H 1.17747 6.65633 -1.73102
H -0.68247 -3.24430 -0.98525
H 2.16102 1.36780 2.12025
H 1.27979 -4.46859 -1.71376
H -1.74792 7.71626 2.35961
H 5.37943 6.41481 -2.48706
H 0.60402 -6.91918 0.06677
H 3.21629 2.92530 -1.21002
H 5.35506 4.01763 -1.91431
H -3.25299 -3.64104 -1.35279
H 5.17230 2.36569 0.19942
H 2.37544 -2.30694 -1.12008
H 6.06047 1.23485 1.27305
```

Properties
- net charge = +1
- energy relative to the best compared isomer or geometry (same formula, charge and spin) (kJ/mol) = 45.5
- largest force on an atom (eV Å⁻¹) = 1.13
- multiplicity = 2
- HOMO (alpha / beta) (eV) = -8.9384 / -9.9086
- lowest unoccupied orbital energy (alpha / beta) (eV) = -2.5 / -2.5
- E_tot (Eh) = -3349.39310

Charge distribution, Mulliken scheme, values in e: atom 1 (Pt): 0.5403, atom 2 (S): 0.4969, atom 3 (S): -0.3042, atom 4 (S): 0.2285, atom 5 (P): -0.2087, atom 6 (O): -0.6711, atom 7 (O): -0.1430, atom 8 (N): -0.7155, atom 9 (N): -0.1931, atom 10 (N): 0.7850, atom 11 (N): 0.0843, atom 12 (C): -0.6181, atom 13 (C): -0.7063, atom 14 (C): 0.8799, atom 15 (C): -1.5637, atom 16 (C): -1.2852, atom 17 (C): -1.2624, atom 18 (C): -0.6734, atom 19 (C): -0.3789, atom 20 (C): -0.5159, atom 21 (C): -0.4312, atom 22 (C): -0.7030, atom 23 (C): 2.5220, atom 24 (C): 0.5770, atom 25 (C): -0.5431, atom 26 (C): -1.3332, atom 27 (C): -1.8091, atom 28 (C): -0.5961, atom 29 (C): -0.7186, atom 30 (C): -0.8864, atom 31 (C): -1.6983, atom 32 (C): 2.3203, atom 33 (C): -0.6726, atom 34 (C): -0.9902, atom 35 (C): -1.5599, atom 36 (C): -1.9210, atom 37 (C): -0.7504, atom 38 (C): -0.3171, atom 39 (C): 0.4104, atom 40 (C): 0.1662, atom 41 (C): -0.7105, atom 42 (C): -1.5927, atom 43 (C): 0.5744, atom 44 (C): -0.3121, atom 45 (C): -0.6730, atom 46 (H): 0.4032, atom 47 (H): 0.3260, atom 48 (H): 0.4191, atom 49 (H): 0.6765, atom 50 (H): 0.3783, atom 51 (H): 0.6911, atom 52 (H): 0.4179, atom 53 (H): 0.4210, atom 54 (H): -0.0028, atom 55 (H): 0.4563, atom 56 (H): 0.3293, atom 57 (H): 0.4115, atom 58 (H): 0.2830, atom 59 (H): 0.5772, atom 60 (H): 0.4406, atom 61 (H): 0.3165, atom 62 (H): 0.4013, atom 63 (H): 0.3836, atom 64 (H): 0.4029, atom 65 (H): 0.6203, atom 66 (H): 0.1678, atom 67 (H): -0.0715, atom 68 (H): 0.4373, atom 69 (H): 0.2637, atom 70 (H): 0.3081, atom 71 (H): 0.5482, atom 72 (H): 0.5689, atom 73 (H): 0.3275, atom 74 (H): 0.5453, atom 75 (H): 0.3294, atom 76 (H): 0.5209, atom 77 (H): 0.5716, atom 78 (H): 0.3969, atom 79 (H): 0.2514, atom 80 (H): 0.1882, atom 81 (H): 0.5319, atom 82 (H): 0.3861, atom 83 (H): 0.1923, atom 84 (H): 0.0423, atom 85 (H): 0.0829, atom 86 (H): 0.4015, atom 87 (H): 0.3858, atom 88 (H): 0.4712, atom 89 (H): 0.8298, atom 90 (H): 0.4149, atom 91 (H): 0.2345, atom 92 (H): 0.1724, atom 93 (H): 0.5938, atom 94 (H): 0.4270